Entry 1:
The following is a DFT calculation (ωB97M-V/def2-TZVPD) of a 2-piece molecular cluster, C13H23Cl2INO2 overall at a distorted geometry.

XYZ file:
```
42
Properties=species:S:1:pos:R:3:mulliken_charge:R:1
O 3.06786 1.81267 -1.64169 -0.621
H 3.42011 -1.78489 -1.84367 0.492
H 0.57124 0.61681 1.40140 0.474
C -4.69629 -2.82040 3.02809 -0.433
C -0.17575 0.29789 -1.82006 0.408
H 2.18487 -0.57482 1.25687 0.349
H 0.14966 2.34650 1.53881 0.550
C -0.03562 1.67650 -1.10934 -1.489
H 1.77311 1.86950 1.81989 0.351
H 2.51757 3.63575 0.07257 0.432
H -2.33727 0.18979 -1.67696 0.539
H 3.56403 -1.23990 0.45879 0.459
Cl -4.65618 -0.08918 3.20542 -0.201
H -4.38435 -3.69473 2.45903 0.303
C 1.54067 3.40429 -0.32932 -1.811
H 1.46612 3.75938 -1.34089 0.431
H -5.78025 -2.74751 2.98379 0.337
C -1.47177 -0.39601 -1.38224 -1.591
H 3.29176 -0.39864 -2.87685 0.397
O -1.44322 -1.81488 0.46002 -0.488
C 3.44806 -0.69748 -1.85164 -1.838
C -1.50462 -0.70331 0.08993 0.186
C 1.23254 1.90057 -0.24452 1.879
N 2.42539 1.19096 -0.72896 0.648
H -0.89898 1.82585 -0.47206 0.425
I -0.43629 0.67772 -3.95802 0.148
H 0.79968 3.93915 0.25532 0.443
H 0.58414 -1.58712 -1.16694 0.348
H -1.55503 -1.32724 -1.92240 0.521
C 0.99343 -0.71811 -1.65779 -1.619
C -4.03717 -1.58969 2.46263 -0.336
H 4.40572 -0.39626 -1.45563 0.461
H -1.55945 0.09314 0.84984 0.486
Cl -4.23419 -3.11100 4.72444 -0.192
C 0.89513 1.63333 1.23062 -2.231
H 1.26230 -1.06283 -2.63969 0.578
H -2.96024 -1.61540 2.60306 0.283
H 2.07188 -2.06928 0.27247 0.344
H -4.24267 -1.52219 1.39555 0.252
C 2.29026 -0.26234 -0.93796 1.547
C 2.49638 -1.08381 0.35472 -1.689
H -0.04258 2.43724 -1.86664 0.470
```

Properties
Total energy (eV): -52582.0361
Largest force on an atom (eV/Å): 3.35
Spin multiplicity: 2
E_HOMO (alpha / beta) (eV): -8.62 / -9.62



Entry 2:
The following is a DFT calculation (ωB97M-V/def2-TZVPD) of an isolated ion of composition C3H7N4S and charge +1 at a distorted geometry.

XYZ file:
```
15
Properties=species:S:1:pos:R:3:mulliken_charge:R:1
H -2.38485 -2.42856 1.27064 0.309
H -2.12267 -0.90496 2.09986 0.333
N 1.14078 2.07598 -1.35308 -0.245
C -1.55255 -1.83323 1.66099 -1.029
H 0.33280 2.77238 -1.53317 0.363
H -0.94947 -2.07803 2.48288 0.347
N -0.23965 -1.66864 -0.55771 0.605
N 0.34134 -1.33843 -1.62748 -1.216
H 1.25693 0.86093 1.60058 0.233
N 0.81668 -0.15152 -1.64267 0.021
C -0.80842 -1.60452 0.47732 0.802
H 1.74541 2.68890 -0.89303 0.334
C 0.69739 0.76643 -0.78055 0.131
H 1.70787 1.85267 -2.14063 0.352
S 0.01841 0.99059 0.93604 -0.339
```

Properties
Total charge: +1
Total energy (eV): -20008.1844
ΔE to the lowest compared entry with this formula, charge and spin (kcal/mol): 103.2
Largest force on an atom (eV/Å): 6.13
E_HOMO (eV): -12.53



Entry 3:
The following is a DFT calculation (ωB97M-V/def2-TZVPD) of a 12-piece molecular cluster, H24O12 overall at a distorted geometry.

XYZ file:
```
36
Properties=species:S:1:pos:R:3:mulliken_charge:R:1
H 0.81889 1.31665 1.05324 0.308
H -2.56011 0.08801 2.56845 0.340
H 2.17628 -2.20773 1.77608 0.326
H -2.36981 1.55905 -0.36891 0.220
H -1.93516 2.86540 0.19556 0.287
O 0.25514 -3.87658 -1.25035 -0.596
O 1.14541 -1.39456 -2.19078 -0.803
H 0.85128 -1.58304 -3.08066 0.337
H 2.10112 -1.47047 -2.31403 0.310
O -2.39346 -1.39510 -0.21924 -0.674
O 0.51714 1.04564 -1.65622 -0.861
O 2.66410 2.20861 -0.38942 -0.756
O 2.65194 -2.09040 0.93538 -0.642
O 0.74146 2.18991 1.42648 -0.726
H -1.86002 -1.93944 3.75941 0.302
H -0.65100 -3.96366 -1.49242 0.316
H 0.70682 0.15060 -2.00613 0.399
H -1.61839 1.12199 1.88789 0.356
H 0.53567 -0.92942 0.44057 0.175
H -0.14035 2.48315 1.12149 0.436
O -0.06350 -0.19113 0.55499 -0.497
H 1.31497 1.28252 -1.21434 0.341
H 2.75506 -3.02446 0.66219 0.318
H -1.60879 -1.04351 0.19765 0.327
O -1.90499 1.93845 0.35620 -0.565
H 2.03960 2.28739 0.31980 0.546
O -0.26778 3.51034 -1.75932 -0.650
H -0.58177 3.76444 -2.62033 0.304
H -1.23191 -1.12017 2.66488 0.412
H 3.19589 1.45050 -0.03853 0.331
H -0.14189 2.54114 -1.78830 0.449
H 0.49977 -3.03729 -1.64151 0.359
H 0.01209 0.23577 -0.27702 0.448
H -2.37541 -1.35960 -1.18190 0.279
O -1.75969 0.63812 2.70050 -0.788
O -1.51860 -2.05114 2.86867 -0.667
```

Properties
Total energy (eV): -24959.6950
Structure (SMILES): O.O.O.O.O.O.O.O.O.O.O.O
ΔE to the lowest compared entry with this formula, charge and spin (kcal/mol): 46.1
Largest force on an atom (eV/Å): 2.70
E_HOMO (eV): -10.52



Entry 4:
The following is a DFT calculation (ωB97M-V/def2-TZVPD) of a 3-piece molecular cluster, C25H32Cl2F16N4O4P overall at a distorted geometry.

XYZ file:
```
84
Properties=species:S:1:pos:R:3:mulliken_charge:R:1
O -0.52959 3.13584 2.81672 -0.584
H 1.82474 -0.10977 4.84584 0.263
H -0.18229 -3.30928 2.20784 0.364
F -1.34484 -2.96294 5.07609 -0.212
C -1.54910 1.77907 -1.89847 -0.027
H -3.65580 4.86687 1.98117 0.279
C -1.85481 5.65248 0.15616 -1.407
H -1.53037 7.05971 -4.76628 0.300
P -2.07831 2.90959 2.13244 0.462
F -1.11728 -5.01251 5.74150 -0.278
H -0.14780 6.76620 -5.53943 0.301
F 6.31721 -4.68919 -0.61726 -0.263
H -0.15026 5.79941 1.48007 0.260
H -1.74024 -4.53417 3.91973 0.285
H 0.60858 -0.89934 -0.89822 0.183
C 0.49413 -1.24852 -1.95657 -1.280
C 4.55297 -5.90145 0.39778 0.747
C -1.84111 3.02415 0.27157 1.581
H 1.48618 -1.68763 -2.25364 0.428
H -1.83654 5.00451 -5.55906 0.283
Cl -3.97550 -1.54401 -0.52465 -0.198
C -1.74803 1.73138 -0.46234 -0.508
C -0.53068 5.46342 -4.02798 0.385
C -3.11451 4.30887 2.79637 -0.978
H -2.39527 5.06753 3.23006 0.296
H -1.94784 0.52993 -3.67093 0.525
H -0.23753 -2.10040 -1.94520 0.327
C 1.72157 -5.57040 -1.99680 -0.013
F 3.01563 -5.35982 -2.29809 -0.216
C -1.75525 4.25242 -0.53201 0.655
H -0.51196 7.33611 0.31223 0.281
C -0.74836 6.30483 0.67381 -0.629
N -0.53271 6.86405 -4.59104 -0.741
F 0.59856 -1.37503 5.74541 -0.218
F 4.33449 -3.80169 -0.70371 -0.202
H -1.35369 2.87828 -3.61246 0.395
C -1.57347 4.20462 -1.99263 0.514
F 0.09231 -5.56815 -0.32553 -0.369
C 0.04884 -0.06798 -2.89929 0.351
O 1.31652 -2.13069 3.08107 -0.372
C 0.41211 -4.25990 4.10314 0.869
H 0.21702 -0.43767 -3.94772 0.505
C 2.16504 -6.29987 0.46362 -1.037
H -0.24087 4.52763 -5.79725 0.282
H 1.14253 5.71171 -2.84637 0.283
F 0.65754 -5.55424 3.74398 -0.304
F -0.79185 -1.37876 3.22770 -0.313
H 1.44737 -6.57970 -2.31610 0.296
O 3.33922 -5.78602 1.08756 -0.399
F 5.38720 -6.57398 1.21653 -0.289
H 5.36951 -3.97414 0.98354 0.240
H -1.47060 0.42901 1.35498 -0.146
H -0.21041 2.22009 2.93652 0.293
H -2.56731 5.64327 -3.25071 0.346
C 0.50332 -1.04527 3.39060 0.813
C 1.42910 -5.36132 -0.51265 1.153
F 1.00233 -4.68805 -2.74199 -0.254
C 0.69011 -3.39569 2.85852 -0.297
F 1.66294 -4.07448 -0.15127 -0.176
C 5.16407 -4.53714 0.07082 0.229
N -1.01336 4.57331 -5.12928 -0.641
H -2.90350 6.05529 0.23245 0.389
H -1.32308 6.42896 -2.22640 0.369
H 1.47642 -6.46399 1.29566 0.469
C -1.00835 -4.20223 4.66231 0.077
C -1.53222 5.50518 -2.81231 -1.068
C 0.79403 -0.46393 4.77603 0.125
H -3.80210 4.02099 3.62420 0.391
C -3.40499 0.00073 0.27004 0.605
C -1.86924 0.37394 0.31817 -0.280
F 0.76859 -0.09715 2.44944 -0.282
H -1.99400 -0.40632 -2.14530 0.066
Cl 1.25369 1.30408 -2.63668 -0.229
F 1.31868 -3.95937 5.05909 -0.284
N 0.86190 5.19158 -3.67735 -0.565
H 1.05187 4.19281 -3.58701 0.188
H 1.42095 -3.94905 2.26712 -0.008
C -1.44435 0.41334 -2.67141 -0.930
F -0.04633 0.57142 5.01982 -0.248
F 4.39189 -6.67576 -0.69071 -0.282
H 2.32913 -7.29251 0.04055 0.447
H -1.34526 -0.45586 -0.22786 -0.253
N -1.47972 2.97011 -2.59345 0.255
O -4.23762 0.71266 0.71517 -0.376
```

Properties
Total charge: +1
Total energy (eV): -118399.1157
Largest force on an atom (eV/Å): 3.14
E_HOMO (eV): -11.21